17
Properties=species:S:1:pos:R:3 method="wB97M-V/def2-TZVPD" lumo_energy_ev=0.127 max_force_ha_per_bohr=0.0841 homo_energy_ev=-8.4 orbital_gap_ev=8.5
S -1.90348 0.85358 -0.47874
N -2.53233 1.58753 0.74982
H -3.70900 -0.92939 -0.30551
C -0.27776 0.21724 0.13449
C -0.55155 -1.55382 0.04655
H 2.72205 1.68130 -0.68258
H 0.94322 0.32017 -1.67044
C -2.63650 -0.83021 -0.27564
H 0.22734 -3.48011 -0.01218
H -0.22549 0.47874 1.19151
C 0.43914 -2.42441 0.05192
C 0.89271 0.63672 -0.63734
H 1.80874 1.71778 0.90546
H -2.82985 2.51938 0.49363
N -1.88112 -1.79876 -0.02851
C 1.85858 1.37916 -0.11647
H 1.46353 -2.10338 0.11010

---

12
Properties=species:S:1:pos:R:3 method="wB97M-V/def2-TZVPD" lumo_energy_ev=-3.578 charge=+1 max_force_ha_per_bohr=0.0496 homo_energy_ev=-14.4 orbital_gap_ev=10.8
H 1.93537 3.14059 1.29124
N 1.32156 2.35614 1.33991
Br 1.49429 -3.00280 1.83742
C 0.93093 1.30906 1.01175
C -1.66416 0.63122 -2.33291
H 0.63945 -0.64407 1.28686
H -2.20638 -0.27065 -2.65271
N 0.36151 0.21651 0.81480
H -1.60746 1.44913 -3.06467
H -0.37093 0.16340 0.07577
O -1.16152 0.73515 -1.24423
H 1.70159 -4.28009 2.33086

---

118
Properties=species:S:1:pos:R:3 method="wB97M-V/def2-TZVPD" lumo_energy_ev=1.703 charge=-1 max_force_ha_per_bohr=0.0138 homo_energy_ev=-5.6 orbital_gap_ev=7.3
C -0.67031 -3.83403 -3.65090
H 1.56011 -3.40149 -0.48069
C -3.75576 -1.09432 -1.81726
C -5.73418 -2.54326 -1.67453
H 4.99179 -2.59064 0.44938
C 0.66264 -3.92207 -0.14224
C 0.53484 -3.86191 1.37292
O -2.94936 -0.31193 -2.42724
H -1.00455 -0.11266 4.32770
C 0.22610 3.99114 3.06704
C 3.81849 0.60621 1.04135
H -1.76506 3.26158 2.83525
H 5.15068 -1.62639 1.92712
C 1.53030 -0.22965 -3.83084
C -0.88293 5.34552 -2.25630
H 2.42320 -1.26688 5.31005
H 0.90567 6.52916 -2.41846
H 3.19466 -0.80832 3.78063
N -1.56269 2.10729 0.38160
C 0.45945 5.54992 -2.53629
H 2.10371 -2.58031 -5.09202
H -5.06665 2.82644 -0.92300
C -3.54664 -1.41654 -0.42286
Si -3.20435 2.60186 0.65605
H 0.58010 1.80966 4.25927
H -3.81245 1.86780 -1.69966
H 2.64307 -0.26015 -1.25985
H 2.27732 4.62054 -3.17991
O 5.33241 0.14658 -5.48350
H 3.53194 -1.78305 -1.43570
C -4.87387 -1.70219 -2.39164
H -4.84469 1.34624 2.07900
C -2.99669 -1.85108 2.22678
H 4.65152 1.16212 0.60678
H -1.88697 -2.68174 -2.31353
N -0.65204 3.02998 -2.80823
C 1.43134 2.04843 -3.55273
H -0.20258 -3.43871 -0.59142
C 0.74871 2.80131 0.67914
H -1.32251 -0.52371 1.81590
O 0.46951 -0.44584 0.00709
C -1.38501 4.06638 -2.40953
H 4.39420 -0.23775 -1.52403
H 3.13296 3.17534 -4.31655
C -0.18590 -0.81122 4.51720
C 1.11068 -0.25139 3.93693
H -0.09771 -0.95775 5.59596
H 1.89627 -5.50521 1.70700
C -4.09024 -2.45920 1.67989
C 3.77785 -0.80936 0.47736
H 2.29484 4.59127 3.07249
C 2.27700 -1.18965 4.23057
C -0.99806 -2.69789 -2.93343
O 5.23821 2.39358 -5.21567
C 0.47877 -3.80127 -4.42345
C 1.50757 4.07038 2.54491
H 0.00132 4.44993 4.02247
Bi -0.96482 0.52546 -1.25613
C 2.78623 -0.14302 -4.41453
C -3.92883 1.91144 2.26920
C 0.63885 3.22719 -3.08914
C -5.51583 -2.81716 -0.35387
C -4.31991 2.04651 -0.75104
N 0.87831 0.84426 -3.37698
H 3.93490 0.58613 2.12687
C -0.77964 3.31687 2.39039
H -0.41643 -1.76809 4.04587
H -3.55994 4.89292 -0.26746
N -2.46104 -0.83845 0.14846
H -1.52283 6.14757 -1.91511
C -0.73541 -4.57765 1.81731
H 2.31091 1.53553 4.07167
H -6.58408 -2.97776 -2.18271
H 1.61873 -4.49421 3.13374
C 4.79749 1.23084 -5.19101
H -0.68769 -5.63980 1.56872
H -3.22751 1.24017 2.76730
H 1.50971 1.08579 5.59251
F 1.03671 2.22062 -0.52514
H -1.60606 -4.14049 1.32495
H -4.17432 2.71047 2.97343
Cl -5.21298 -1.39113 -4.06383
C 2.67426 2.21071 -4.15077
Cl -6.61370 -3.86700 0.50391
C 3.57842 -0.76927 -1.03058
H -1.29970 -4.71137 -3.59878
H -0.86148 -4.47629 2.89679
H -2.39171 4.94849 1.05414
H 0.70608 -4.95644 -0.49021
Si 1.12672 -1.12397 1.29095
C -2.19369 -1.03078 1.41724
C 0.81391 -1.53374 -3.72333
C 3.38267 1.09634 -4.56720
H -2.42627 3.85550 -2.19609
O 0.38445 -2.50690 1.79772
C 5.04215 -1.57385 0.84230
H 2.89192 1.13211 0.80439
H 0.78242 -4.66391 -5.00282
C -0.57227 2.71036 1.13630
C -4.40653 -2.25416 0.31733
H -2.73081 -1.99148 3.26525
H -4.11629 4.80813 1.40062
H 2.74995 3.46672 0.87336
C 1.22786 4.48474 -2.96544
H 2.64687 -3.89886 1.81631
H 3.35233 -1.00039 -4.75063
H -4.85935 1.12999 -0.50529
C 1.22634 -2.63957 -4.46603
C 1.75470 -4.47798 2.05023
O 2.69592 -1.53858 1.07168
C 1.76873 3.44866 1.33028
O 0.92305 -0.07042 2.53388
H -4.72586 -3.10030 2.27596
H 2.08951 -2.18613 3.83112
H 5.92113 -1.08238 0.42236
N -0.27468 -1.58391 -2.95147
C -3.32308 4.48934 0.71991
C 1.39559 1.13150 4.50680

---

16
Properties=species:S:1:pos:R:3 method="wB97M-V/def2-TZVPD" lumo_energy_ev=0.928 smiles=C[C@]1(O)CC[C@H]1F max_force_ha_per_bohr=0.0477 homo_energy_ev=-10.1 orbital_gap_ev=11.0
H 0.09798 -1.35374 1.54594
H -0.84172 0.13563 1.93706
H -1.31051 -1.62891 -0.58340
H -2.52944 -0.64709 0.32869
H -0.83266 0.53075 -1.76227
O 0.90860 1.74178 0.50256
H 1.96897 0.30749 -1.46779
H 1.63947 1.55870 1.12702
C -0.41709 -0.45332 1.07844
C 1.49681 -0.30036 -0.67835
F -1.53710 1.70737 -0.23965
C -1.51158 -0.72880 -0.00090
C -0.92670 0.55260 -0.70289
H 2.27035 -0.69894 -0.00263
C 0.41406 0.47109 0.09411
H 1.11053 -1.19425 -1.17595

---

10
Properties=species:S:1:pos:R:3 method="wB97M-V/def2-TZVPD" lumo_energy_ev=-0.269 max_force_ha_per_bohr=0.0656 homo_energy_ev=-11.6 orbital_gap_ev=11.4
O 2.76450 0.04082 -0.16547
N -1.82651 -0.14436 0.09629
S 1.51022 0.68714 -0.07909
O 0.41734 0.12332 -1.03267
O 0.47150 -0.17099 1.27935
P -0.33492 -0.83443 0.14499
H -2.48288 -0.30028 -0.70880
O -0.12837 -2.22735 -0.22805
O 1.41137 2.07694 0.24612
H -1.80225 0.74919 0.44733

---

31
Properties=species:S:1:pos:R:3 method="wB97M-V/def2-TZVPD" lumo_energy_ev="-2.169 / -2.168" max_force_ha_per_bohr=0.0109 homo_energy_ev="-8.2 / -8.2" orbital_gap_ev="6.0 / 6.1"
H 0.05922 -6.80382 1.80327
C 0.37654 -2.46088 0.36260
S 1.51610 5.38443 0.32528
H 0.17575 7.18181 -0.63062
C -0.52487 2.60647 -1.36304
C -0.65156 4.68264 1.44840
N -2.10543 4.17941 -2.65622
C 0.41976 -5.73318 -1.38958
H 0.25111 -7.67802 -0.50109
C 0.45674 -4.36820 -1.16626
S 1.80569 1.62056 -0.57228
Te 1.60258 2.71332 2.32002
C 0.34504 -3.86875 0.13418
C 0.12822 6.32856 0.02595
H 0.50388 -6.11388 -2.39876
C 0.27787 -6.61107 -0.32313
H 0.57034 -3.67697 -1.99029
Os 0.47278 0.68299 0.86496
C 0.39485 -1.25854 0.55822
S -1.18875 1.70196 -0.07869
H -1.37401 4.13328 2.03610
C 0.65459 4.31099 1.34732
H -1.93828 6.28831 0.62364
C -1.39184 3.47762 -2.08930
C 0.17004 -6.12070 0.97164
C 1.51474 3.31856 -2.57391
C -0.95612 5.84416 0.68643
N 2.06680 3.93636 -3.37104
C 0.82921 2.54134 -1.58819
H 0.11271 -4.36614 2.20784
C 0.20009 -4.75703 1.20315

---

Calculated energy above the lowest of the compared OMol25 structures with the same formula, charge and spin in order - 3.858, 1.213, 0.195, 0.985, 0.580, 0.970 eV